1.
{"formula": "C4H7N3", "method": "ωB97M-V/def2-TZVPD", "symbols": ["C", "N", "C", "N", "N", "C", "C", "H", "H", "H", "H", "H", "H", "H"], "xyz": [[-0.438861, 1.887234, 1.146942], [-1.189992, 1.125033, 0.161684], [-0.710915, -0.091810, -0.299430], [-1.401956, -1.044771, -0.775685], [0.416876, -2.515208, -1.316393], [1.177783, -1.562367, -0.888640], [0.671003, -0.479128, -0.143259], [0.541735, 2.160886, 0.746457], [-0.985100, 2.812535, 1.346551], [-0.292598, 1.355194, 2.099886], [-2.190704, 1.112839, 0.307126], [0.911437, -3.090984, -2.008507], [2.255532, -1.536770, -1.090036], [1.212252, -0.139654, 0.735042]], "atomic_forces_ev_per_a": [[0.05, 0.06, 0.06], [-0.12, -0.12, 0.00], [-0.26, -0.63, 0.07], [-0.87, 0.79, 0.03], [0.63, 0.22, -0.32], [0.14, -0.73, -0.34], [0.34, 0.33, 0.64], [-0.16, -0.03, 0.05], [0.11, -0.14, -0.02], [-0.04, 0.09, -0.16], [0.12, 0.01, -0.05], [-0.02, 0.03, 0.26], [-0.06, -0.05, 0.02], [0.15, 0.18, -0.24]], "max_force_ev_per_a": 1.17, "gap_ha": [0.2790, 0.3170], "relative_energy_kj_mol": 393.7, "e_homo_ha": [-0.320, -0.313]}

2.
{"formula": "C48H50F6N3", "method": "ωB97M-V/def2-TZVPD", "symbols": ["C", "C", "C", "C", "C", "C", "C", "C", "C", "C", "C", "C", "N", "N", "N", "C", "C", "C", "C", "C", "C", "C", "C", "C", "C", "C", "C", "C", "C", "C", "C", "C", "C", "C", "C", "C", "H", "H", "H", "H", "H", "H", "H", "H", "H", "H", "H", "H", "H", "H", "H", "H", "H", "H", "H", "H", "H", "H", "H", "H", "H", "H", "H", "H", "H", "H", "H", "H", "H", "H", "H", "H", "H", "H", "H", "H", "H", "F", "C", "F", "F", "C", "C", "C", "C", "C", "C", "C", "C", "C", "C", "F", "F", "F", "C", "C", "C", "C", "H", "H", "H", "H", "H", "H", "H", "H", "H"], "xyz": [[-2.618027, -3.660786, -2.923442], [-3.089730, -3.356770, -1.507326], [-3.956944, -4.523734, -1.037954], [-3.797633, -2.009523, -1.490747], [-5.160199, -1.981394, -1.788057], [-5.819027, -0.778003, -2.032539], [-5.077316, 0.395634, -2.024212], [-3.701317, 0.376147, -1.775350], [-2.910142, 1.648893, -2.038506], [-3.098298, 2.640067, -0.901860], [-3.279479, 2.273374, -3.382514], [-3.067799, -0.805490, -1.337617], [-1.613157, -0.851147, -1.156065], [-0.935997, -1.198120, -2.279646], [0.376212, -1.185882, -1.949560], [1.389271, -1.207736, -2.988057], [1.908241, 0.016286, -3.443875], [1.128973, 1.305581, -3.202649], [0.024164, 1.443364, -4.241634], [2.032314, 2.530037, -3.141213], [3.076061, 0.004084, -4.210491], [3.634534, -1.208744, -4.621679], [2.998527, -2.405808, -4.304778], [1.859896, -2.427694, -3.495831], [1.182892, -3.770173, -3.233824], [2.176141, -4.791447, -2.687537], [0.555177, -4.313649, -4.516849], [0.545376, -0.662632, -0.677063], [1.868106, -0.335559, -0.181838], [2.136389, 0.965765, 0.323855], [3.430983, 1.337240, 0.684743], [4.463402, 0.393391, 0.675267], [4.214504, -0.909352, 0.216788], [2.946646, -1.260627, -0.239010], [-0.702945, -0.520184, -0.109637], [-0.894923, -0.154998, 1.238013], [-2.021056, -2.830535, -3.314184], [-2.019271, -4.578690, -2.936335], [-3.490142, -3.811829, -3.577483], [-2.224319, -3.253560, -0.842418], [-4.495269, -4.283766, -0.117042], [-4.676999, -4.799961, -1.818248], [-3.306539, -5.385630, -0.857733], [-5.725497, -2.912261, -1.875269], [-6.888191, -0.761346, -2.259483], [-5.564864, 1.342179, -2.270221], [-1.862780, 1.330035, -2.074180], [-2.791541, 2.184654, 0.046425], [-2.488827, 3.531846, -1.082005], [-4.155106, 2.934063, -0.833174], [-3.126553, 1.558108, -4.198797], [-4.330296, 2.586800, -3.398924], [-2.652981, 3.150048, -3.573744], [0.650936, 1.207362, -2.221729], [-0.659216, 0.585097, -4.186165], [-0.546131, 2.363880, -4.075250], [0.457173, 1.474397, -5.252168], [2.842103, 2.372199, -2.419645], [2.461132, 2.740333, -4.127770], [1.449033, 3.398860, -2.819521], [3.542451, 0.946967, -4.507201], [4.539839, -1.218086, -5.236121], [3.382080, -3.359112, -4.676129], [0.395321, -3.595030, -2.490722], [2.768572, -4.378043, -1.865043], [1.639421, -5.670023, -2.317682], [2.862938, -5.114334, -3.478070], [-0.126629, -3.588176, -4.972882], [1.340793, -4.545754, -5.246288], [-0.004186, -5.230899, -4.305846], [1.314711, 1.686575, 0.397357], [3.627099, 2.376746, 0.974344], [5.465341, 0.678927, 1.002099], [5.019797, -1.648190, 0.203497], [2.749761, -2.263530, -0.632597], [-0.058227, -0.381103, 1.890455], [-1.910633, 0.033620, 1.556239], [2.225604, 6.897301, 2.735842], [3.118444, 5.903312, 3.026573], [3.878429, 5.708661, 1.899114], [3.968085, 6.389881, 3.987054], [2.433308, 4.630930, 3.432947], [3.181916, 3.455929, 3.495535], [2.519151, 2.254273, 3.635623], [1.110079, 2.199262, 3.788506], [0.464953, 0.936888, 4.080972], [0.145611, 0.648671, 5.431452], [-0.054818, 1.719407, 6.374159], [-0.371140, 1.461504, 7.692358], [-0.473757, 0.148563, 8.134280], [-0.912324, -0.034414, 9.552343], [-1.112910, -1.328200, 9.909994], [0.010366, 0.482577, 10.427746], [-2.092730, 0.629265, 9.787778], [-0.228171, -0.926888, 7.281945], [0.033569, -0.680424, 5.947733], [0.399393, 3.427601, 3.804517], [1.057407, 4.634201, 3.642417], [4.268415, 3.493724, 3.429030], [3.089614, 1.325639, 3.665498], [0.475770, 0.137097, 3.363278], [0.046325, 2.767379, 6.080765], [-0.556538, 2.284027, 8.383518], [-0.267888, -1.935647, 7.678436], [0.190568, -1.525894, 5.281307], [-0.681091, 3.427864, 3.951134], [0.526196, 5.584298, 3.670507]], "atomic_forces_ev_per_a": [[0.14, 0.13, -0.39], [-0.13, 0.20, 0.44], [0.11, 0.04, 0.19], [0.35, -0.49, 0.26], [-0.19, 0.29, -0.11], [0.22, 0.03, 0.29], [-0.09, -0.23, -0.07], [0.41, 0.49, 0.38], [0.02, -0.42, 0.18], [0.06, 0.10, 0.16], [-0.01, -0.13, -0.15], [-1.00, -0.14, -1.08], [1.42, -0.06, -0.74], [1.38, 0.06, 1.15], [-2.58, 1.45, 0.28], [0.46, -0.53, -0.72], [-0.15, 0.26, 0.13], [0.45, -0.27, 0.60], [-0.05, -0.11, -0.34], [-0.04, 0.04, 0.00], [-0.15, -0.24, -0.08], [-0.09, -0.06, -0.01], [0.03, 0.19, -0.10], [-0.05, -0.10, 0.24], [0.14, 0.45, 0.25], [0.03, -0.09, 0.21], [-0.14, 0.15, -0.14], [0.78, -1.34, -1.83], [1.60, 0.47, 0.86], [-0.27, -0.53, -0.34], [0.03, -0.13, 0.05], [-0.19, -0.08, -0.26], [-0.04, 0.27, 0.04], [-0.71, 0.28, 0.04], [-1.06, 0.44, 0.50], [-0.67, -0.30, -0.86], [-0.17, -0.40, -0.11], [-0.08, 0.12, -0.03], [0.24, 0.05, 0.14], [0.02, -0.23, -0.05], [0.03, -0.13, -0.07], [0.10, -0.01, 0.25], [-0.21, 0.03, -0.01], [0.34, 0.29, 0.05], [0.38, -0.01, 0.09], [0.23, -0.34, 0.04], [0.03, 0.33, -0.05], [-0.08, 0.18, -0.04], [-0.13, -0.04, 0.12], [0.27, 0.00, 0.06], [-0.05, 0.15, 0.09], [0.28, 0.03, -0.03], [-0.14, -0.07, 0.03], [-0.02, 0.14, -0.03], [0.10, 0.25, -0.11], [0.10, -0.16, -0.06], [-0.15, 0.03, 0.21], [-0.07, 0.09, -0.16], [-0.04, 0.12, 0.22], [0.13, -0.05, -0.13], [-0.24, -0.38, 0.06], [-0.32, 0.02, 0.27], [-0.05, 0.40, 0.04], [0.04, -0.15, -0.09], [-0.04, -0.10, -0.07], [0.13, 0.03, -0.08], [-0.08, -0.01, 0.21], [0.06, -0.12, 0.07], [-0.17, 0.01, 0.09], [0.10, 0.10, -0.06], [0.29, -0.22, -0.11], [-0.08, -0.53, -0.06], [-0.30, -0.11, -0.14], [-0.29, 0.27, -0.02], [0.16, 0.35, 0.18], [-0.53, 0.04, -0.34], [0.16, -0.20, 0.49], [0.84, -0.87, 0.30], [0.71, 1.26, -0.20], [-0.66, 0.13, 0.99], [-0.81, -0.51, -0.85], [0.05, 0.07, -0.07], [-0.31, 0.40, -0.08], [-0.63, -0.80, 0.25], [0.43, 1.95, -0.52], [0.49, -0.49, 1.04], [-0.80, 0.39, 0.80], [0.29, 0.00, 0.05], [-0.02, 0.36, -0.42], [-0.08, -0.12, -0.23], [-0.46, -0.15, 1.96], [0.24, 0.95, -0.52], [-0.82, -0.41, -0.91], [1.18, -0.58, -0.35], [-0.11, 0.21, 0.12], [0.04, 0.03, -0.59], [0.03, -0.67, 0.20], [0.29, -0.04, -0.20], [-0.26, -0.06, -0.15], [-0.14, 0.22, -0.01], [0.27, -0.15, 0.08], [-0.03, -0.54, -0.04], [0.06, -0.23, -0.20], [-0.05, 0.09, -0.18], [-0.01, 0.18, 0.03], [0.26, -0.09, -0.08], [0.02, -0.34, -0.16]], "max_force_ev_per_a": 2.97, "gap_ha": 0.1196, "relative_energy_kj_mol": 409.0, "e_homo_ha": -0.331, "charge": 1}

3.
{"formula": "C25H43Br2NO7PS", "method": "ωB97M-V/def2-TZVPD", "symbols": ["C", "C", "O", "P", "O", "C", "C", "C", "C", "C", "C", "C", "S", "C", "O", "C", "C", "Br", "C", "C", "Br", "C", "C", "C", "C", "O", "C", "C", "O", "O", "C", "C", "H", "H", "H", "H", "H", "H", "H", "H", "H", "H", "H", "H", "H", "H", "H", "H", "H", "H", "H", "H", "H", "H", "H", "H", "H", "H", "H", "H", "H", "H", "H", "H", "H", "H", "H", "C", "C", "O", "N", "C", "H", "H", "H", "H", "H", "H", "H", "H"], "xyz": [[1.172292, -1.260210, -3.428316], [-0.370297, -1.647709, -3.271926], [-0.896077, -1.193088, -1.978264], [-1.640762, 0.321778, -2.106566], [-3.138992, 0.112730, -2.336095], [-1.280649, 1.446284, -0.611427], [-1.209765, 0.652138, 0.777613], [0.021794, -0.334497, 0.908195], [1.382140, 0.032182, 0.967539], [1.784459, 1.577084, 0.917474], [2.726452, 1.970996, -0.316133], [4.041638, 2.682142, 0.321882], [3.629426, 4.313331, 1.150294], [2.540834, -1.068275, 1.129657], [3.701007, -0.571285, 1.171251], [2.220802, -2.600808, 1.274089], [3.269795, -3.774592, 1.455857], [3.285051, -4.459445, 3.353413], [4.781758, -3.401179, 1.105303], [4.901853, -3.113565, -0.485289], [5.892552, -5.060960, 1.397722], [0.841498, -2.983734, 1.243266], [0.307993, -4.462669, 1.424742], [-0.227644, -4.769111, 2.933159], [-0.163073, -3.507170, 3.898767], [-0.496555, -3.867044, 5.281379], [0.259213, -2.963005, 6.140403], [-0.303348, -1.879388, 1.012824], [-1.489319, -2.244018, 0.871715], [-0.934910, 1.122220, -3.446522], [-1.711070, 2.325705, -3.762010], [-0.639431, 3.378695, -4.365306], [1.866270, -2.051918, -3.000194], [1.416400, -1.131202, -4.541210], [1.351252, -0.289055, -2.836800], [-0.431423, -2.796528, -3.240884], [-1.020253, -1.335076, -4.154338], [-2.160458, 2.177692, -0.560987], [-0.355437, 2.095357, -0.814886], [-1.107321, 1.432504, 1.610706], [-2.222779, 0.155976, 0.933820], [2.373369, 1.768192, 1.888839], [0.899753, 2.285428, 0.946563], [2.258691, 2.770574, -0.993952], [3.115486, 1.094994, -0.923902], [4.426091, 1.999555, 1.157935], [4.878701, 2.812585, -0.431880], [2.882533, 4.068866, 2.295454], [2.967409, -4.598335, 0.713356], [5.222116, -2.552581, 1.711209], [4.060223, -2.441202, -0.860763], [5.881698, -2.565846, -0.735020], [4.947493, -4.089133, -1.089206], [-0.616177, -4.598217, 0.752816], [1.032737, -5.279580, 1.125108], [-1.307457, -5.165190, 2.921845], [0.396044, -5.631646, 3.366187], [0.894465, -3.057715, 3.955115], [-0.863110, -2.653818, 3.575545], [1.378479, -3.230833, 6.129639], [-0.118274, -3.011608, 7.223076], [0.198360, -1.884197, 5.737519], [-2.440315, 2.023586, -4.587255], [-2.227781, 2.749394, -2.832355], [-1.127403, 4.364764, -4.660767], [-0.170038, 2.839016, -5.262207], [0.193150, 3.496641, -3.599944], [-5.384085, 5.484797, -2.268618], [-4.485443, 4.635069, -1.429208], [-3.351376, 4.331566, -1.677423], [-4.939766, 4.117916, -0.152172], [-5.899644, 2.977051, -0.297833], [-5.478327, 5.039997, -3.260061], [-6.378395, 5.548246, -1.819840], [-4.969422, 6.491139, -2.340059], [-5.393070, 4.881406, 0.357354], [-4.081254, 3.810914, 0.314827], [-6.518956, 3.125240, -1.183506], [-6.528125, 2.955965, 0.591693], [-5.323294, 2.055717, -0.382029]], "atomic_forces_ev_per_a": [[-0.43, 0.42, 0.01], [1.04, -1.81, -0.65], [-0.32, 3.16, -1.14], [-1.93, -1.10, -1.60], [2.92, 0.93, 0.86], [0.30, 0.01, 0.09], [0.36, 0.47, 0.15], [1.93, -0.92, 0.28], [-2.60, -0.14, -0.21], [0.83, -0.88, 0.28], [1.35, 1.12, 0.63], [-0.76, -1.55, 0.92], [0.05, 0.10, -0.27], [1.73, 1.74, 0.28], [-3.38, -2.12, -0.08], [-2.90, -0.42, -0.04], [0.87, 0.91, -0.90], [-0.41, 0.42, -1.04], [-0.37, 0.01, -1.61], [0.57, 0.22, -0.02], [-0.36, 1.00, -0.09], [1.67, 0.84, -0.18], [-1.25, 0.28, 0.01], [-0.07, -0.23, 0.61], [0.47, 0.23, 0.31], [1.07, 1.20, -0.53], [0.41, 0.31, 0.22], [-1.63, -0.30, -0.53], [3.30, 0.82, 0.57], [-1.22, -0.76, 2.60], [0.65, 1.05, -1.08], [-0.29, -1.46, 0.27], [-1.02, 0.90, -0.48], [-0.26, -0.02, 1.69], [-0.15, -1.33, -1.17], [-0.11, 1.75, 0.12], [0.90, -0.05, 1.35], [1.08, -1.13, -0.23], [-1.19, -1.20, 0.25], [-0.10, -1.02, -1.13], [1.62, 0.16, -0.18], [-0.83, -0.30, -1.45], [0.88, -1.26, 0.02], [0.40, -1.41, 0.87], [-0.81, 0.92, 0.76], [-0.39, 0.84, -1.40], [-1.15, 0.34, 0.97], [0.71, -0.59, -1.04], [0.43, 1.00, 1.56], [-0.71, -1.27, -0.63], [0.97, -0.96, 0.57], [-1.43, -0.80, 0.63], [-0.37, 1.41, 1.04], [1.51, 0.50, 0.84], [-0.59, 1.33, 0.41], [1.58, 0.76, -0.21], [-0.79, 1.52, -0.48], [-1.42, -0.83, -0.56], [0.79, -1.29, 0.27], [-1.55, 0.22, 0.02], [0.37, -0.03, -1.79], [-0.15, -1.45, 0.76], [0.67, 0.57, 1.39], [0.66, -0.71, -1.51], [0.75, -1.35, 0.41], [-0.71, 1.08, 1.13], [-1.12, 0.19, -0.93], [-0.65, -0.33, 0.61], [2.33, 0.26, -1.85], [-0.78, 0.40, -0.09], [-0.92, 0.12, 0.92], [-0.42, -0.55, 0.21], [0.16, 0.10, 0.02], [0.00, 0.10, -0.15], [0.12, -0.11, -0.08], [0.13, -0.12, 0.30], [-0.16, 0.11, 0.25], [0.13, 0.03, 0.11], [0.07, -0.11, -0.11], [-0.07, 0.08, -0.14]], "max_force_ev_per_a": 3.99, "gap_ha": 0.2466, "relative_energy_kj_mol": 598.7, "e_homo_ha": -0.398, "charge": 1}

4.
{"formula": "C2H3ClF2S", "method": "ωB97M-V/def2-TZVPD", "symbols": ["C", "C", "F", "F", "S", "Cl", "H", "H", "H"], "xyz": [[1.795226, -0.093475, 0.485684], [-1.506780, 0.532553, 0.114982], [1.390163, -1.282462, 0.052112], [2.998109, 0.094074, -0.003829], [-2.851921, 1.252182, -0.621394], [-1.317169, -1.114439, -0.246670], [1.728265, -0.076584, 1.491343], [1.075787, 0.590702, 0.069274], [-3.311683, 0.097453, -1.341501]], "atomic_forces_ev_per_a": [[-1.77, 0.53, -2.79], [-0.45, 0.58, -0.05], [-0.08, -2.19, -0.30], [1.98, 0.70, -0.25], [0.25, -1.98, -0.55], [-0.55, -0.03, -0.09], [0.46, 0.06, 3.63], [0.02, 0.90, -0.22], [0.13, 1.44, 0.63]], "max_force_ev_per_a": 3.66, "gap_ha": 0.3236, "relative_energy_kj_mol": 309.6, "e_homo_ha": -0.346}